# C19H22N5OSbTl

C19H22N5OSbTl as an isolated structure in a non-equilibrium geometry (ωB97M-V/def2-TZVPD, the Open Molecules 2025 dataset).

Calculated values
- total charge = +3
- HOMO-LUMO gap (eV) = 5.83

Positions of all 49 atoms, in Å:
Tl1 0.489 -1.296 -0.623
Sb1 -0.348 2.612 0.754
O1 0.079 -3.681 -0.786
N1 0.862 -5.168 -2.314
N2 -1.583 0.818 -1.199
N3 1.787 2.182 -0.169
N4 -0.302 0.084 2.056
N5 -0.259 -5.885 -0.441
C1 -0.742 1.787 3.724
C2 -0.675 -0.526 4.327
C3 2.263 4.528 0.203
C4 -0.459 1.338 2.456
C5 -3.505 1.184 -2.561
C6 0.219 -4.871 -1.174
C7 -0.222 -2.293 2.578
C8 3.895 3.020 -0.752
C9 -1.758 2.052 -0.762
C10 1.510 3.392 0.216
C11 -2.749 2.935 -1.120
C12 -3.657 2.464 -2.070
C13 3.536 4.295 -0.325
C14 -0.846 0.792 4.697
C15 -2.282 -1.027 -2.625
C16 -2.459 0.368 -2.110
C17 -0.405 -0.868 2.995
C18 3.020 1.935 -0.675
C19 3.382 0.564 -1.126
H1 1.924 5.489 0.559
H2 0.940 -6.110 -2.658
H3 0.820 -2.486 2.308
H4 -0.200 -6.846 -0.734
H5 -1.370 -1.102 -3.223
H6 4.437 0.514 -1.387
H7 -0.769 -5.675 0.397
H8 4.247 5.108 -0.400
H9 -4.202 0.796 -3.291
H10 -2.827 3.934 -0.709
H11 2.805 0.288 -2.011
H12 4.885 2.851 -1.156
H13 -4.467 3.094 -2.413
H14 -2.232 -1.748 -1.805
H15 1.161 -4.424 -2.917
H16 -0.765 -1.311 5.065
H17 -3.112 -1.317 -3.264
H18 -0.857 -2.538 1.724
H19 -0.477 -2.972 3.388
H20 -1.063 1.052 5.724
H21 -0.867 2.835 3.962
H22 3.199 -0.164 -0.335


# C19H22N6O4S

The molecule C19H22N6O4S (ωB97M-V/def2-TZVPD, the Open Molecules 2025 dataset).

Calculated values
- total charge = 0
- HOMO-LUMO gap (eV) = 8.20

Positions of all 52 atoms, in Å:
S1 -0.375 4.521 -4.282
O1 0.903 -0.646 4.171
O2 -3.275 4.299 -3.224
O3 2.762 -1.759 4.756
O4 -3.889 3.092 -5.039
N1 -1.880 2.480 -3.815
N2 2.756 1.677 -0.521
N3 -2.694 -1.548 -2.608
N4 -0.902 -1.413 -1.226
N5 0.801 -1.543 0.268
N6 -3.498 0.873 -3.759
C1 -1.936 4.488 -5.191
C2 0.624 0.432 -1.168
C3 3.017 -0.832 5.816
C4 0.171 -2.728 0.813
C5 0.180 2.375 -2.638
C6 -1.648 -0.808 -2.118
C7 2.233 -1.193 7.069
C8 -0.676 2.999 -3.501
C9 1.586 -2.599 2.907
C10 2.584 -2.219 1.801
C11 1.678 -1.552 4.011
C12 2.021 -1.111 0.920
C13 1.807 1.079 -0.778
C14 0.182 -0.821 -0.684
C15 0.163 -2.661 2.337
C16 -2.952 3.632 -4.413
C17 -1.409 0.531 -2.539
C18 -0.187 1.120 -2.107
C19 -2.286 1.290 -3.363
H1 1.894 -3.553 3.341
H2 -2.926 -1.412 -3.581
H3 -0.370 -1.759 2.644
H4 -2.310 5.505 -5.280
H5 1.828 -0.219 1.531
H6 1.166 -1.119 6.874
H7 1.116 2.835 -2.373
H8 -3.998 1.588 -4.321
H9 -0.373 -3.522 2.734
H10 -2.655 -2.514 -2.315
H11 2.492 -0.507 7.870
H12 0.700 -3.625 0.470
H13 -4.007 0.227 -3.181
H14 -0.848 -2.765 0.428
H15 2.764 -0.848 0.162
H16 2.808 -3.095 1.191
H17 2.466 -2.209 7.380
H18 -1.779 4.053 -6.177
H19 2.748 0.174 5.478
H20 4.092 -0.892 5.992
H21 -4.190 4.083 -3.009
H22 3.520 -1.878 2.245


# C19H22O4

A 2-piece molecular cluster, C19H22O4 overall in a non-equilibrium geometry (ωB97M-V/def2-TZVPD, the Open Molecules 2025 dataset).

Calculated values
- SMILES = C#CC1=C(CCCC)C(=O)C(CC=C)=CC1=O.O=C1CCCO1
- total charge = 0
- HOMO-LUMO gap (eV) = 7.25

Positions of all 45 atoms, in Å:
O1 1.156 2.590 -1.835
O2 -1.578 -1.314 -1.251
O3 2.925 -0.380 0.257
O4 4.506 -1.665 1.237
C1 -0.032 -2.758 2.896
C2 1.275 2.852 2.223
C3 -4.520 3.278 -1.475
C4 -1.294 -3.725 2.902
C5 4.678 -1.139 -1.115
C6 -1.296 2.212 -1.952
C7 2.640 0.056 -1.082
C8 -0.647 0.304 0.372
C9 -4.484 1.864 -1.346
C10 -1.467 -0.145 -0.924
C11 3.971 0.015 -1.800
C12 0.136 1.436 0.179
C13 -3.545 1.062 -2.369
C14 0.138 2.153 -1.273
C15 -0.085 -1.887 1.560
C16 4.073 -1.107 0.265
C17 -0.753 -0.449 1.759
C18 0.983 2.065 1.327
C19 -2.079 1.071 -1.761
H1 1.522 3.600 3.024
H2 0.888 -3.427 2.798
H3 -0.685 -2.492 0.806
H4 -3.511 1.608 -3.360
H5 -2.220 -3.069 2.799
H6 -3.902 -0.004 -2.456
H7 0.948 -1.703 1.130
H8 -1.655 3.107 -2.535
H9 -5.077 1.376 -0.522
H10 -3.629 3.933 -1.192
H11 0.103 -2.148 3.835
H12 -5.451 3.827 -1.806
H13 5.755 -0.986 -1.074
H14 2.205 1.049 -1.048
H15 -1.266 -4.355 1.955
H16 3.873 -0.108 -2.879
H17 4.442 -2.097 -1.585
H18 4.521 0.943 -1.615
H19 1.905 -0.626 -1.523
H20 -1.857 -0.515 2.041
H21 -1.367 -4.400 3.806
H22 -0.245 0.099 2.605


Record order is preserved below.
Energy relative to the best compared isomer or geometry (same formula, charge and spin): 0.00; 35.03; 216.88 kcal/mol